Here is a cluster of 2 separate species, C10H13BFO4 in total from OMol25. Energies are from the ωB97M-V functional and the def2-TZVPD basis.

The geometry in XYZ format:
```
29
Properties=species:S:1:pos:R:3:forces:R:3
F 2.633 -0.531 3.236 -0.07 0.12 0.19
C 2.847 -1.423 2.192 -0.13 -0.16 -0.29
C 1.555 -1.858 1.491 0.03 -0.27 0.42
C 0.347 -0.998 1.809 -0.22 0.13 -0.51
C -0.393 -1.353 3.090 -0.22 -0.09 -0.33
O -1.580 -0.618 3.017 0.09 -0.13 -0.18
B -1.796 -0.399 1.523 -0.20 0.62 0.25
O -0.695 -1.190 0.869 0.01 0.05 -0.11
H 3.344 -2.286 2.633 0.19 -0.04 -0.04
H 3.521 -0.931 1.493 0.10 0.09 0.00
H 1.328 -2.882 1.801 -0.10 -0.04 -0.11
H 1.723 -1.879 0.415 -0.04 0.08 -0.08
H 0.595 0.071 1.776 0.26 0.06 0.33
H 0.163 -1.205 4.018 -0.04 0.18 0.09
H -0.629 -2.424 2.946 0.23 -0.20 0.41
H -2.923 -0.707 1.141 0.11 -0.28 -0.05
H -1.601 0.820 1.304 -0.11 -0.10 -0.11
C -0.071 2.928 -2.790 -0.05 0.02 -0.03
C -0.548 2.575 -3.979 0.03 0.04 0.00
C -1.217 1.264 -4.178 -0.02 -0.06 0.04
O -1.643 0.948 -5.272 0.00 0.01 -0.04
C -1.336 0.375 -3.003 0.03 0.06 -0.03
C -0.869 0.720 -1.803 -0.08 -0.08 0.18
C -0.188 2.030 -1.605 -0.03 -0.10 -0.09
O 0.276 2.369 -0.542 0.12 0.03 0.02
H 0.426 3.875 -2.621 0.00 0.00 0.04
H -0.472 3.210 -4.853 -0.01 -0.02 -0.02
H -1.831 -0.573 -3.174 -0.02 0.00 0.00
H -0.966 0.070 -0.932 0.14 0.11 0.07
```
Positions in Å, forces in eV/Å.

Results
E_HOMO (eV): -3.730
Total charge: -1
LUMO energy (eV): 1.298

What are the Löwdin partial charges on each atom? They are as follows, in elementary charge units:
1 F -0.0660
2 C -0.1993
3 C -0.1147
4 C -0.3931
5 C -0.2250
6 O -0.1236
7 B -0.6043
8 O -0.1255
9 H 0.1020
10 H 0.1035
11 H 0.1085
12 H 0.1124
13 H 0.1439
14 H 0.1142
15 H 0.1183
16 H 0.0470
17 H 0.0600
18 C 0.0118
19 C 0.0001
20 C -0.4023
21 O 0.0717
22 C 0.0163
23 C 0.0536
24 C -0.3709
25 O 0.1166
26 H 0.1139
27 H 0.1118
28 H 0.1197
29 H 0.0996